# 1
Formula: C24H42BF4LiO12
Source: the Open Molecules 2025 dataset
Level of theory: wB97M-V/def2-TZVPD

energy above the lowest of the compared OMol25 structures with the same formula, charge and spin = 1.394 eV
largest force on an atom = 0.2396 Eh/bohr
gap between HOMO and LUMO = 7.7 eV
E_tot = -2274.3273 Eh
multiplicity = 1

Cartesian coordinates (Å):
Li -0.87089 -1.67894 2.04324
B -0.09589 0.84306 0.85524
F -1.06589 1.72406 0.49624
F -0.01689 -0.21894 0.02424
F 1.14211 1.52206 0.98524
F -0.40489 0.31506 2.15124
C -0.95289 -3.10694 -0.33076
O -0.17589 -3.03294 0.84324
H -0.68289 -2.32394 -0.93176
H -1.93789 -2.83994 -0.07376
H -0.67089 -3.83894 -1.03176
H 0.75611 -3.47394 0.53924
C -0.90489 3.21406 4.09024
O -0.63289 1.86506 4.65324
H -1.83089 3.48806 4.49024
H -1.18189 3.10406 3.01924
H -0.14389 3.74106 4.22924
H -0.05989 1.43506 3.97024
C 0.77911 -1.52894 4.78524
O 0.30711 -2.35694 3.62924
H 0.05611 -1.31494 5.44224
H 1.12411 -0.70294 4.42924
H 1.64411 -2.01094 5.34224
H 0.67211 -3.09494 3.69224
C -3.08689 -1.16294 3.30324
O -2.83989 -1.83394 2.06424
H -2.97389 -0.25694 3.03924
H -2.36089 -1.32894 4.07524
H -4.16089 -1.21994 3.77524
H -3.60789 -2.40794 1.95424
C -1.34689 0.82006 -4.57776
O -1.18089 -0.12894 -3.54776
H -2.36989 1.00206 -5.00976
H -0.64089 0.56506 -5.43776
H -1.01689 1.81406 -3.87176
H -0.63989 0.37706 -2.82576
C 0.96111 4.73906 0.99124
O 1.81511 3.81306 1.82724
H 1.04511 5.55906 1.47124
H 0.04611 4.32906 0.73224
H 1.67111 4.75306 0.07224
H 1.69311 2.76906 1.55124
C -3.58989 0.05406 -0.78776
C -4.06189 -1.00794 -1.56376
C -5.48689 -1.27394 -1.45376
C -6.31589 -0.55294 -0.58976
C -5.74989 0.40306 0.24124
C -4.39289 0.76806 0.20024
O -3.89389 1.76106 0.99024
O -5.99389 -2.28094 -2.19376
H -2.48989 0.22006 -0.99976
H -3.36789 -1.59594 -2.08876
H -7.46589 -0.74294 -0.58676
H -6.46589 1.02606 0.87224
H -3.09089 1.88606 0.85924
H -5.44189 -2.49194 -2.89276
C 3.25511 -2.24294 1.12324
C 2.77711 -1.65994 -0.03676
C 2.51711 -2.39294 -1.12276
C 2.82411 -3.80494 -1.12976
C 3.28211 -4.45094 -0.05976
C 3.56811 -3.67194 1.10624
O 3.86911 -4.37194 2.18124
O 1.82011 -1.84694 -2.08076
H 3.50011 -1.64694 2.04824
H 2.38511 -0.55294 -0.14076
H 2.50211 -4.30994 -2.06276
H 3.21811 -5.52594 -0.08376
H 4.19511 -3.80094 2.87224
H 1.86711 -0.83194 -2.11976
C 4.05311 1.98606 -4.66376
C 2.93811 1.23806 -4.03376
C 2.39211 1.81406 -2.75576
C 3.11811 2.87206 -2.15676
C 4.24811 3.43206 -2.70676
C 4.78411 2.92106 -3.89176
O 5.94611 3.31906 -4.46376
O 1.32211 1.14006 -2.35576
H 4.49111 1.59506 -5.54976
H 2.47411 0.62306 -4.60576
H 2.67811 3.20206 -1.25076
H 4.77011 4.32406 -2.20676
H 6.05311 3.17206 -5.28676
H 1.10111 1.37206 -1.50176

# 2
Formula: C22H27IN3O3PPd
Source: the Open Molecules 2025 dataset
Level of theory: wB97M-V/def2-TZVPD

energy above the lowest of the compared OMol25 structures with the same formula, charge and spin = 2.988 eV
largest force on an atom = 0.0309 Eh/bohr
gap between HOMO and LUMO = 5.3 eV
E_tot = -2011.3768 Eh
multiplicity = 1

Cartesian coordinates (Å):
Pd 0.33397 0.35506 2.23416
N -1.07626 1.90120 2.52701
C -0.30859 3.17483 2.55424
C 1.00182 3.02575 3.34031
N 1.86115 1.98215 2.76563
H -1.79533 1.95761 1.81784
H -1.46324 1.73800 3.45370
H -0.91523 3.96337 3.00843
H -0.07741 3.45973 1.52508
H 0.74951 2.72549 4.35808
H 1.52200 3.98912 3.37045
H 2.56524 1.69766 3.43239
H 2.28272 2.33121 1.91302
O 0.15860 -0.06615 3.99764
O 0.47567 0.79357 0.15797
P -0.36776 0.13579 -0.89235
C -1.58875 -1.08774 -0.34573
C -1.80739 -1.47619 0.98041
C -2.78056 -2.42977 1.25971
C -3.53525 -2.99927 0.24824
C -3.32314 -2.61930 -1.07060
C -2.35847 -1.67289 -1.36149
C 0.79700 -0.70002 -2.00150
C 0.69487 -2.05934 -2.28776
C 1.62536 -2.67525 -3.11522
C 2.66327 -1.93870 -3.66159
C 2.77534 -0.58454 -3.37450
C 1.85027 0.03105 -2.54935
C -1.25965 1.48076 -1.71750
C -2.64811 1.48804 -1.82825
C -3.29812 2.55040 -2.44362
C -2.56741 3.61112 -2.95132
C -1.18326 3.61498 -2.83687
C -0.53321 2.55897 -2.22315
H -1.22767 -1.05375 1.82244
H -2.94237 -2.72564 2.28824
H -4.28901 -3.74044 0.48289
H -3.90767 -3.05962 -1.86809
H -2.20201 -1.38417 -2.39616
H -0.10255 -2.65214 -1.86201
H 1.53846 -3.73256 -3.32992
H 3.38883 -2.41816 -4.30591
H 3.59056 -0.00787 -3.79189
H 1.96718 1.08090 -2.32056
H -3.23577 0.67277 -1.43035
H -4.37740 2.54734 -2.52352
H -3.07378 4.43887 -3.43073
H -0.60971 4.44727 -3.22362
H 0.54287 2.58961 -2.12585
N 2.60591 -2.52038 3.53908
C 2.49901 -2.10398 2.27105
O 1.74676 -1.19138 1.99083
C 3.29645 -2.73923 1.14973
I 4.61156 -4.33575 1.64783
H 2.02419 -2.03495 4.21428
H 3.21103 -3.26695 3.82535
H 3.88633 -1.95667 0.68103
H 2.58917 -3.10985 0.41237

# 3
Formula: C24H60FNO12S
Source: the Open Molecules 2025 dataset
Level of theory: wB97M-V/def2-TZVPD

largest force on an atom = 0.0197 Eh/bohr
gap between HOMO and LUMO = 9.8 eV
E_tot = -2405.8830 Eh
multiplicity = 1

Cartesian coordinates (Å):
C -0.08867 1.14519 -3.25143
C -0.65152 2.28541 -2.37306
C -1.33094 3.34636 -3.26571
C -2.64261 3.93066 -2.70399
N -3.84567 3.56326 -3.48865
S -4.56758 2.16290 -3.12571
O -3.67405 1.13258 -2.72355
O -5.54890 1.88946 -4.11183
F -5.27283 2.61918 -1.81751
H 0.39842 1.63198 -4.09951
H -0.93086 0.58276 -3.65716
H 0.60544 0.50266 -2.71443
H 0.15523 2.72792 -1.78715
H -1.36553 1.87214 -1.65907
H -1.56184 2.88264 -4.22618
H -0.61865 4.15541 -3.43209
H -2.82108 3.61273 -1.67858
H -2.60587 5.01954 -2.70814
H -3.73097 3.63883 -4.49131
C -0.40388 -0.96292 0.17514
O 0.89323 -0.38783 0.09671
C 1.68791 -0.63092 1.24401
C 2.65303 -1.77649 1.03055
O 1.97014 -3.00915 0.87812
C 1.83468 -3.42694 -0.46745
H -0.85314 -0.89696 -0.81518
H -0.37291 -2.00933 0.48237
H -1.02507 -0.40330 0.88147
H 1.05549 -0.83501 2.11436
H 2.25920 0.28198 1.44694
H 3.29940 -1.86691 1.90942
H 3.28807 -1.57496 0.16175
H 2.79225 -3.78943 -0.85890
H 1.46530 -2.62227 -1.10753
H 1.11472 -4.24188 -0.48988
C 4.96912 6.03300 -2.74872
O 5.30319 4.92506 -1.93486
C 4.43677 4.75774 -0.82269
C 3.41124 3.67432 -1.06589
O 2.50607 4.02418 -2.10325
C 2.78182 3.37096 -3.32889
H 5.56017 5.95908 -3.66030
H 3.90846 6.03536 -3.01203
H 5.21689 6.97369 -2.24464
H 3.93553 5.69923 -0.57852
H 5.05366 4.47298 0.03476
H 2.82347 3.53612 -0.15442
H 3.90715 2.72599 -1.29585
H 2.51627 2.31179 -3.25204
H 3.83148 3.46271 -3.61838
H 2.16319 3.83445 -4.09709
C -0.64556 -6.48723 -0.02624
O -0.94725 -6.00063 -1.32043
C -0.12977 -6.55550 -2.33869
C -0.84087 -7.65438 -3.09707
O -1.10632 -8.77860 -2.27429
C -2.44357 -8.83877 -1.81306
H -1.44043 -6.15937 0.64237
H -0.58937 -7.57812 -0.00203
H 0.30340 -6.07298 0.33019
H 0.80516 -6.93676 -1.91529
H 0.11815 -5.74900 -3.03607
H -0.19804 -7.99112 -3.91623
H -1.76850 -7.26854 -3.53124
H -3.12204 -9.11633 -2.62700
H -2.76638 -7.88628 -1.38593
H -2.48892 -9.60668 -1.04255
C -5.25395 -3.96193 2.55248
O -4.40721 -4.13688 3.67424
C -3.06572 -4.43834 3.32812
C -2.16905 -3.22441 3.42912
O -2.51547 -2.23289 2.47540
C -3.26569 -1.16158 3.01741
H -6.19416 -3.54938 2.91462
H -4.82081 -3.27365 1.82291
H -5.45565 -4.92242 2.06597
H -3.01521 -4.85638 2.31741
H -2.70837 -5.20024 4.02797
H -1.13744 -3.52981 3.22477
H -2.20616 -2.81242 4.44247
H -2.62971 -0.51550 3.63330
H -4.10338 -1.51998 3.62019
H -3.65327 -0.57884 2.18288
C 2.55159 4.48682 5.77740
O 1.32303 4.99714 5.29299
C 1.47610 6.06775 4.37583
C 1.30872 5.61141 2.94336
O 2.34065 4.72115 2.54779
C 1.95008 3.36033 2.56561
H 2.33366 3.56216 6.30930
H 3.24911 4.27341 4.96385
H 3.01633 5.19221 6.47465
H 2.45126 6.54788 4.50475
H 0.70223 6.80763 4.60240
H 1.35806 6.48430 2.28510
H 0.32816 5.14333 2.81180
H 1.27864 3.14239 1.72691
H 1.45696 3.09158 3.50271
H 2.85249 2.75952 2.45581

# 4
Formula: C3H3NS2
Source: the Open Molecules 2025 dataset
Level of theory: wB97M-V/def2-TZVPD

energy above the lowest of the compared OMol25 structures with the same formula, charge and spin = 1.207 eV
largest force on an atom = 0.0997 Eh/bohr
gap between HOMO and LUMO = 7.7 eV
E_tot = -967.1716 Eh
multiplicity = 1

Cartesian coordinates (Å):
N -2.27485 1.59805 0.12151
C -1.55461 0.71515 0.14075
C -0.79408 -0.43243 -0.07312
S -1.64022 -1.96428 -0.07495
C 0.65005 -0.31832 -0.32615
S 1.30581 0.30112 1.27184
H 0.99343 0.33213 -1.07817
H 1.12115 -1.19993 -0.53788
H 2.19333 0.96851 0.55618

Among the records above, which one has the lowest E_tot?
C24H60FNO12S

Which of these has the lowest largest force on an atom?
C24H60FNO12S

Look up the E_tot of the first one.
-2274.3273 Eh

What is the E_tot in the second record?
-2011.3768 Eh